# 1
C3H2LaO3 as an isolated structure, computed with ωB97M-V/def2-TZVPD.

XYZ file:
```
9
Properties=species:S:1:pos:R:3
C 0.695 0.181 -0.230
C -0.495 -0.530 -0.144
O -1.682 0.238 -0.575
C -2.098 0.334 0.579
O -2.743 0.730 1.445
O 1.819 -0.400 -0.205
H 0.639 1.281 -0.263
H -0.613 -1.607 -0.245
La 4.477 -0.226 -0.363
```

Computed properties:
Net charge = +3
LUMO level (alpha / beta) = -15.645 / -15.644 eV
DFT total energy = -371.45715 a.u.
Energy relative to the best compared isomer or geometry (same formula, charge and spin) = 0.0 kcal/mol

List of Mulliken charges in e, atom by atom: number 1, C, carries 0.054; number 2, C, carries -0.336; number 3, O, carries -0.084; number 4, C, carries 0.724; number 5, O, carries -0.052; number 6, O, carries -0.609; number 7, H, carries 0.328; number 8, H, carries 0.404; number 9, La, carries 2.571

# 2
C13H47AgO11 as an isolated structure, computed with ωB97M-V/def2-TZVPD.

XYZ file:
```
72
Properties=species:S:1:pos:R:3
Ag 2.341 -0.075 1.411
C -1.007 -0.289 0.518
C 0.363 -0.592 -0.248
C 0.686 0.604 -1.102
O 1.333 -1.133 0.597
H -0.974 0.476 1.294
H -1.363 -1.203 0.994
H -1.737 0.092 -0.196
H 0.101 -1.325 -1.012
H 1.033 1.454 -0.514
H -0.172 1.031 -1.621
H 1.376 0.334 -1.902
C -2.155 -1.835 2.827
O -2.888 -0.958 3.650
H -2.851 -2.208 2.075
H -1.326 -1.336 2.325
H -1.724 -2.664 3.387
H -3.309 -0.280 3.116
C 0.734 -1.732 3.025
O 1.893 -0.915 2.852
H -0.004 -1.685 2.224
H 0.985 -2.751 3.319
H 0.213 -1.306 3.882
H 2.551 -1.226 3.478
C 1.560 2.422 1.825
O 1.147 1.087 2.121
H 0.840 2.928 1.181
H 1.702 3.061 2.696
H 2.521 2.386 1.312
H 0.347 1.171 2.646
C -1.410 0.450 -3.506
O -1.177 1.838 -3.464
H -0.831 -0.069 -4.270
H -1.205 -0.086 -2.579
H -2.474 0.319 -3.700
H -1.709 2.213 -2.758
C -3.467 0.839 1.079
O -3.588 0.398 2.428
H -4.286 0.572 0.411
H -3.461 1.927 1.012
H -2.574 0.377 0.658
H -4.434 0.658 2.799
C -0.869 -3.312 0.611
O 0.513 -3.089 0.717
H -0.969 -4.379 0.408
H -1.426 -3.191 1.540
H -1.363 -2.837 -0.236
H 0.759 -2.161 0.715
C 3.520 0.298 -0.922
O 2.755 0.882 0.125
H 3.504 -0.771 -0.713
H 3.074 0.460 -1.903
H 4.563 0.612 -0.956
H 2.729 1.826 -0.043
C 1.398 -2.033 -2.595
O 2.171 -1.976 -1.407
H 0.418 -2.406 -2.296
H 1.250 -1.033 -3.005
H 1.868 -2.693 -3.324
H 1.620 -1.679 -0.679
C 1.999 1.233 -3.843
O 2.708 0.434 -4.800
H 1.437 2.005 -4.370
H 1.215 0.699 -3.306
H 2.663 1.773 -3.167
H 2.065 0.227 -5.483
C -1.227 2.853 0.705
O -2.364 3.534 0.246
H -0.407 3.502 1.012
H -1.477 2.351 1.639
H -0.923 2.071 0.009
H -2.799 3.830 1.049
```

Computed properties:
Net charge = +1
LUMO level (alpha / beta) = -2.910 / -4.196 eV
Expectation value of S² = 0.75
DFT total energy = -1496.82693 a.u.
Energy relative to the best compared isomer or geometry (same formula, charge and spin) = 485.5 kcal/mol
2S+1 = 2

List of Mulliken charges in e, atom by atom: number 1, Ag, carries 0.786; number 2, C, carries -2.027; number 3, C, carries 4.073; number 4, C, carries -0.165; number 5, O, carries -0.562; number 6, H, carries -0.150; number 7, H, carries -0.340; number 8, H, carries 1.376; number 9, H, carries 0.109; number 10, H, carries -0.029; number 11, H, carries -0.219; number 12, H, carries -2.799; number 13, C, carries -0.475; number 14, O, carries -0.871; number 15, H, carries 0.485; number 16, H, carries -0.223; number 17, H, carries 0.438; number 18, H, carries 0.672; number 19, C, carries 0.018; number 20, O, carries -0.375; number 21, H, carries -0.178; number 22, H, carries 0.312; number 23, H, carries 0.430; number 24, H, carries 0.361; number 25, C, carries -1.069; number 26, O, carries -0.385; number 27, H, carries 0.144; number 28, H, carries 0.448; number 29, H, carries 0.446; number 30, H, carries 0.398; number 31, C, carries -0.323; number 32, O, carries -0.474; number 33, H, carries 0.302; number 34, H, carries -0.009; number 35, H, carries 0.416; number 36, H, carries 0.300; number 37, C, carries -0.249; number 38, O, carries -0.450; number 39, H, carries 0.438; number 40, H, carries 0.158; number 41, H, carries -0.359; number 42, H, carries 0.282; number 43, C, carries -0.420; number 44, O, carries -0.684; number 45, H, carries 0.470; number 46, H, carries 0.263; number 47, H, carries 0.128; number 48, H, carries 0.013; number 49, C, carries -0.763; number 50, O, carries -0.705; number 51, H, carries 0.268; number 52, H, carries 0.099; number 53, H, carries 0.508; number 54, H, carries 0.393; number 55, C, carries -0.457; number 56, O, carries -0.696; number 57, H, carries 0.226; number 58, H, carries 0.030; number 59, H, carries 0.399; number 60, H, carries 0.286; number 61, C, carries 0.072; number 62, O, carries -0.506; number 63, H, carries 0.507; number 64, H, carries 0.128; number 65, H, carries 0.211; number 66, H, carries 0.342; number 67, C, carries -1.486; number 68, O, carries -0.617; number 69, H, carries 0.670; number 70, H, carries 0.579; number 71, H, carries 0.711; number 72, H, carries 0.369

# 3
An isolated ion of composition C10H22P and charge +1, computed with ωB97M-V/def2-TZVPD.

XYZ file:
```
33
Properties=species:S:1:pos:R:3
C 3.583 -1.317 -0.365
C 2.527 -0.267 -0.585
C 2.651 0.626 -1.795
C 1.489 -0.138 0.285
C 0.949 1.177 0.817
C -0.432 0.985 1.473
C -1.648 1.254 0.555
C -1.322 1.251 -0.961
C -2.863 0.344 0.846
C -2.560 -1.143 1.075
P -1.777 -1.986 -0.313
H 3.383 -1.849 0.562
H 4.530 -0.790 -0.262
H 3.633 -2.041 -1.181
H 1.988 1.482 -1.706
H 2.313 0.042 -2.651
H 3.677 0.957 -1.948
H 1.038 -1.064 0.646
H 0.945 1.957 0.061
H 1.645 1.448 1.611
H -0.431 -0.001 1.937
H -0.504 1.695 2.297
H -1.982 2.266 0.772
H -1.049 2.260 -1.263
H -2.192 0.976 -1.560
H -0.501 0.593 -1.239
H -3.401 0.717 1.716
H -3.547 0.424 0.001
H -1.957 -1.330 1.961
H -3.510 -1.660 1.232
H -1.430 -3.272 0.107
H -0.583 -1.404 -0.755
H -2.663 -2.190 -1.371
```

Computed properties:
Net charge = +1
LUMO level = -3.091 eV
DFT total energy = -735.23944 a.u.
Energy relative to the best compared isomer or geometry (same formula, charge and spin) = 15.2 kcal/mol

List of Mulliken charges in e, atom by atom: number 1, C, carries -1.305; number 2, C, carries 0.236; number 3, C, carries -1.236; number 4, C, carries -0.367; number 5, C, carries -0.900; number 6, C, carries -0.797; number 7, C, carries 0.687; number 8, C, carries -1.578; number 9, C, carries -1.312; number 10, C, carries -0.646; number 11, P, carries 0.096; number 12, H, carries 0.356; number 13, H, carries 0.340; number 14, H, carries 0.336; number 15, H, carries 0.252; number 16, H, carries 0.298; number 17, H, carries 0.422; number 18, H, carries 0.661; number 19, H, carries 0.395; number 20, H, carries 0.497; number 21, H, carries 0.321; number 22, H, carries 0.351; number 23, H, carries 0.392; number 24, H, carries 0.376; number 25, H, carries 0.420; number 26, H, carries 0.322; number 27, H, carries 0.385; number 28, H, carries 0.458; number 29, H, carries 0.473; number 30, H, carries 0.525; number 31, H, carries 0.187; number 32, H, carries 0.161; number 33, H, carries 0.194

# 4
C15H43AgN3O10S as an isolated structure, computed with ωB97M-V/def2-TZVPD.

XYZ file:
```
73
Properties=species:S:1:pos:R:3
Ag -0.106 0.237 -0.549
S -2.307 0.732 -2.440
O -1.574 -0.565 -2.399
O -2.590 1.050 -1.010
O -1.413 1.775 -2.967
O -3.559 0.604 -3.148
C 1.256 -0.543 -3.835
C 2.372 -0.652 -2.869
O 1.848 -1.226 -1.619
O 0.436 -1.652 -3.734
H 1.556 -0.336 -4.844
H 0.609 0.299 -3.530
H 2.795 0.318 -2.542
H 3.150 -1.303 -3.198
H 1.251 -1.947 -1.847
H -0.416 -1.266 -3.356
C 2.507 0.442 1.684
C 1.744 -0.933 1.832
C 1.986 -1.505 3.196
O 1.200 -2.708 3.284
C 0.360 -2.829 4.445
N 0.354 -0.703 1.531
H 2.033 1.132 2.414
H 2.455 0.927 0.691
H 3.527 0.377 2.011
H 2.119 -1.649 1.081
H 1.691 -0.868 4.082
H 3.069 -1.732 3.282
H -0.174 -3.771 4.348
H -0.380 -2.056 4.465
H 1.038 -2.814 5.295
H -0.149 -0.192 2.229
H -0.120 -1.602 1.390
C 1.745 3.741 -1.366
C 0.742 3.788 -0.253
C 0.067 5.163 0.079
O 1.081 6.067 0.479
C 0.527 7.360 0.659
N -0.248 2.721 -0.393
H 2.187 2.772 -1.424
H 2.583 4.425 -1.246
H 1.241 4.047 -2.265
H 1.211 3.614 0.699
H -0.722 5.132 0.853
H -0.476 5.621 -0.794
H 1.247 8.151 0.856
H -0.188 7.427 1.492
H -0.070 7.735 -0.211
H -0.928 2.707 0.312
H -0.675 2.461 -1.305
C -2.562 -3.438 0.843
C -1.544 -3.244 -0.323
C -0.206 -3.932 -0.185
O 0.488 -3.785 -1.390
C 1.737 -4.476 -1.401
N -2.198 -3.665 -1.603
H -3.310 -2.653 0.813
H -1.962 -3.307 1.780
H -3.007 -4.418 0.872
H -1.407 -2.118 -0.386
H -0.483 -4.999 0.063
H 0.364 -3.501 0.701
H 1.778 -5.060 -0.501
H 2.523 -3.745 -1.449
H 1.720 -5.116 -2.262
H -1.772 -4.561 -1.817
H -1.961 -3.035 -2.378
C -4.260 1.409 1.725
O -3.380 0.314 1.427
H -5.084 0.890 2.202
H -3.770 2.161 2.354
H -4.624 1.917 0.831
H -2.976 0.387 0.540
```

Computed properties:
Net charge = -1
LUMO level = 2.430 eV
DFT total energy = -2059.14664 a.u.

List of Mulliken charges in e, atom by atom: number 1, Ag, carries 1.569; number 2, S, carries 0.929; number 3, O, carries -0.727; number 4, O, carries -0.849; number 5, O, carries -0.869; number 6, O, carries -0.784; number 7, C, carries -0.095; number 8, C, carries -0.459; number 9, O, carries -0.327; number 10, O, carries -0.611; number 11, H, carries 0.376; number 12, H, carries -0.099; number 13, H, carries 0.229; number 14, H, carries 0.295; number 15, H, carries 0.161; number 16, H, carries 0.428; number 17, C, carries -1.658; number 18, C, carries 0.908; number 19, C, carries -0.948; number 20, O, carries -0.240; number 21, C, carries -0.849; number 22, N, carries 0.381; number 23, H, carries 0.377; number 24, H, carries 0.106; number 25, H, carries 0.538; number 26, H, carries -0.017; number 27, H, carries 0.425; number 28, H, carries 0.276; number 29, H, carries 0.224; number 30, H, carries 0.353; number 31, H, carries 0.368; number 32, H, carries 0.102; number 33, H, carries -0.411; number 34, C, carries -1.375; number 35, C, carries 0.306; number 36, C, carries -0.821; number 37, O, carries -0.317; number 38, C, carries -0.763; number 39, N, carries -0.183; number 40, H, carries 0.164; number 41, H, carries 0.411; number 42, H, carries 0.384; number 43, H, carries 0.078; number 44, H, carries 0.418; number 45, H, carries 0.374; number 46, H, carries 0.278; number 47, H, carries 0.302; number 48, H, carries 0.297; number 49, H, carries 0.008; number 50, H, carries 0.414; number 51, C, carries -1.395; number 52, C, carries 1.846; number 53, C, carries -0.673; number 54, O, carries -0.340; number 55, C, carries -0.925; number 56, N, carries -0.747; number 57, H, carries 0.316; number 58, H, carries 0.125; number 59, H, carries 0.471; number 60, H, carries -1.045; number 61, H, carries 0.429; number 62, H, carries 0.270; number 63, H, carries 0.464; number 64, H, carries 0.208; number 65, H, carries 0.253; number 66, H, carries 0.307; number 67, H, carries 0.319; number 68, C, carries -0.751; number 69, O, carries -0.507; number 70, H, carries 0.256; number 71, H, carries 0.231; number 72, H, carries 0.284; number 73, H, carries 0.526

# 5
C26H39CoGeN4O4S4 as an isolated structure, computed with ωB97M-V/def2-TZVPD.

XYZ file:
```
79
Properties=species:S:1:pos:R:3
Co -0.866 0.227 0.434
C 2.801 -0.507 1.339
C 1.737 -0.176 2.387
C 2.348 0.780 3.417
C 1.283 -1.439 3.125
O 0.631 0.438 1.737
Ge -0.079 2.244 2.210
O -1.732 1.264 2.288
C -2.826 1.641 3.120
C -3.870 2.424 2.319
C -3.449 0.397 3.747
C -2.329 2.541 4.261
O -0.294 2.300 0.308
C -0.191 3.434 -0.541
C 1.121 3.406 -1.336
C -1.381 3.464 -1.498
C -0.191 4.712 0.307
H 3.723 -0.851 1.810
H 2.444 -1.289 0.675
H 3.010 0.383 0.743
H 3.205 0.307 3.894
H 2.675 1.701 2.931
H 1.611 1.027 4.185
H 2.098 -1.828 3.735
H 0.435 -1.197 3.768
H 0.981 -2.209 2.420
H -4.263 1.822 1.507
H -4.693 2.726 2.968
H -3.406 3.315 1.891
H -3.886 -0.247 2.993
H -2.686 -0.171 4.283
H -4.231 0.684 4.451
H -1.942 3.480 3.861
H -3.148 2.760 4.946
H -1.533 2.035 4.810
H 1.103 2.639 -2.105
H 1.286 4.375 -1.808
H 1.952 3.195 -0.660
H -1.444 2.523 -2.042
H -2.308 3.602 -0.939
H -1.268 4.279 -2.214
H 0.706 4.743 0.928
H -0.205 5.592 -0.334
H -1.071 4.733 0.953
S -3.953 -1.834 0.992
C -2.351 -2.401 1.041
N -1.266 -1.944 0.457
C -0.271 -2.932 0.433
C 0.908 -2.935 -0.309
C 1.768 -4.016 -0.232
C 1.492 -5.107 0.587
C 0.309 -5.148 1.299
C -0.568 -4.081 1.187
S -2.161 -3.952 1.856
H 1.139 -2.111 -0.961
H 2.675 -4.003 -0.821
H 2.185 -5.935 0.647
H 0.045 -6.004 1.905
O -4.341 -0.342 -1.718
S -3.823 0.112 -0.428
N -2.306 0.344 -0.523
N -1.496 0.064 -3.387
C -0.207 -0.226 -3.257
S 0.618 0.070 -1.805
N 0.391 -0.690 -4.385
C 1.666 -1.224 -4.669
C 1.781 -1.904 -5.883
C 2.962 -2.530 -6.236
C 4.056 -2.478 -5.387
C 3.960 -1.769 -4.202
C 2.780 -1.136 -3.837
H -2.002 0.253 -2.515
H -2.042 -0.293 -4.157
H -0.246 -0.797 -5.161
H 0.922 -1.956 -6.542
H 3.012 -3.077 -7.168
H 4.971 -2.994 -5.646
H 4.810 -1.716 -3.535
H 2.721 -0.590 -2.913
```

Computed properties:
LUMO level (alpha / beta) = -0.204 / -1.858 eV
Expectation value of S² = 2.09
DFT total energy = -6586.59015 a.u.
2S+1 = 3

List of Mulliken charges in e, atom by atom: number 1, Co, carries 1.829; number 2, C, carries -1.215; number 3, C, carries 1.446; number 4, C, carries -2.122; number 5, C, carries -1.215; number 6, O, carries 0.355; number 7, Ge, carries -0.498; number 8, O, carries -0.320; number 9, C, carries 1.278; number 10, C, carries -1.268; number 11, C, carries -1.265; number 12, C, carries -1.974; number 13, O, carries 0.231; number 14, C, carries 1.482; number 15, C, carries -1.408; number 16, C, carries -1.217; number 17, C, carries -2.058; number 18, H, carries 0.462; number 19, H, carries 0.079; number 20, H, carries 0.216; number 21, H, carries 0.502; number 22, H, carries 0.465; number 23, H, carries 0.447; number 24, H, carries 0.490; number 25, H, carries 0.222; number 26, H, carries 0.076; number 27, H, carries 0.174; number 28, H, carries 0.457; number 29, H, carries 0.169; number 30, H, carries 0.079; number 31, H, carries 0.284; number 32, H, carries 0.429; number 33, H, carries 0.462; number 34, H, carries 0.500; number 35, H, carries 0.399; number 36, H, carries 0.246; number 37, H, carries 0.455; number 38, H, carries 0.240; number 39, H, carries 0.087; number 40, H, carries 0.278; number 41, H, carries 0.473; number 42, H, carries 0.486; number 43, H, carries 0.482; number 44, H, carries 0.353; number 45, S, carries -0.362; number 46, C, carries 0.425; number 47, N, carries 0.123; number 48, C, carries -1.484; number 49, C, carries 0.040; number 50, C, carries -0.672; number 51, C, carries -0.545; number 52, C, carries -0.641; number 53, C, carries 1.488; number 54, S, carries -0.287; number 55, H, carries 0.233; number 56, H, carries 0.455; number 57, H, carries 0.390; number 58, H, carries 0.403; number 59, O, carries -0.595; number 60, S, carries 0.346; number 61, N, carries -0.437; number 62, N, carries -0.130; number 63, C, carries 0.374; number 64, S, carries -0.634; number 65, N, carries -0.029; number 66, C, carries 0.674; number 67, C, carries -0.514; number 68, C, carries -0.615; number 69, C, carries -0.486; number 70, C, carries -0.806; number 71, C, carries -0.311; number 72, H, carries 0.075; number 73, H, carries 0.247; number 74, H, carries 0.194; number 75, H, carries 0.314; number 76, H, carries 0.365; number 77, H, carries 0.392; number 78, H, carries 0.396; number 79, H, carries 0.540